(i)
{
  "formula": "C3H7N3O",
  "method": "wB97M-V/def2-TZVPD",
  "symbols": ["N", "C", "N", "H", "H", "C", "C", "O", "H", "H", "H", "H", "N", "H"],
  "xyz": [[-0.4373, 1.7558, -0.0606], [-2.1759, 0.0168, 0.2477], [1.2242, 0.4266, -0.1720], [-1.3333, 0.7063, -1.6399], [-2.1504, -1.0647, 0.1530], [-1.0692, 0.6128, -0.5837], [2.5381, -0.0723, 0.0689], [0.2472, -0.4590, -0.6286], [3.0176, -0.3393, -0.8758], [3.1082, 0.7133, 0.5611], [2.4892, -0.9676, 0.6934], [-3.1357, 0.3712, -0.1171], [0.7807, 1.5927, 0.1424], [-2.0646, 0.2913, 1.2939]],
  "gap_ev": 9.267,
  "lumo_ev": 1.0406,
  "total_charge": 0,
  "homo_ev": -8.23
}

---

(ii)
{
  "formula": "C3H7N3O",
  "method": "wB97M-V/def2-TZVPD",
  "symbols": ["H", "C", "H", "H", "H", "H", "C", "C", "N", "H", "O", "N", "H", "N"],
  "xyz": [[2.4671, 1.2892, 0.2513], [1.7222, 1.0526, -0.5185], [2.0516, 1.5138, -1.4546], [-2.8988, 1.0922, 0.3809], [-1.5178, 1.8740, -0.3130], [0.9926, -2.8351, 0.6074], [-1.1973, -0.0537, 0.2411], [0.7583, -1.0949, -0.1563], [0.2883, -2.2020, 0.2464], [-1.2138, -1.7947, 0.7389], [-1.8815, -1.0246, 0.7694], [-1.9219, 1.0538, 0.1062], [0.7622, 1.4927, -0.2068], [1.5888, -0.3634, -0.6922]],
  "gap_ev": 9.566,
  "lumo_ev": 0.9348,
  "total_charge": 0,
  "homo_ev": -8.63
}

---

Energies relative to the most stable structure, in hartree: (i) 0.0598; (ii) 0.0000.

---

(i)
{
  "formula": "C3H7N3O",
  "method": "wB97M-V/def2-TZVPD",
  "symbols": ["C", "N", "H", "C", "H", "H", "H", "N", "C", "H", "H", "H", "N", "O"],
  "xyz": [[0.6398, 1.5078, -1.0416], [0.4581, 1.8022, 0.4083], [-1.5029, -1.5009, -0.4396], [0.1547, 0.3815, 0.1076], [1.2975, -0.3852, -1.4909], [0.8649, 2.2470, -1.8079], [1.3904, 1.8393, 0.8311], [1.4253, 0.2955, -0.7349], [-1.0762, -1.6963, 0.5497], [-1.9059, -1.9013, 1.2329], [-0.4436, -2.5913, 0.4856], [-0.3349, -0.2747, 1.9720], [-0.3471, -0.5290, 0.9969], [-0.6200, 0.8054, -1.0693]],
  "gap_ev": 10.385,
  "lumo_ev": 1.0243,
  "total_charge": 0,
  "homo_ev": -9.36
}

---

(ii)
{
  "formula": "C3H7N3O",
  "method": "wB97M-V/def2-TZVPD",
  "symbols": ["H", "N", "C", "H", "H", "N", "H", "O", "N", "C", "H", "H", "C", "H"],
  "xyz": [[-2.6549, 0.5373, -1.6467], [-1.9485, -0.1702, -1.3936], [-0.4502, 0.4623, 1.5095], [1.1461, -0.2748, -2.6043], [2.3748, -0.3945, 0.1933], [-0.8324, 0.3749, -1.2644], [-1.5201, 0.3029, 1.3691], [1.8397, -0.1391, 0.9624], [1.3339, -0.3522, -1.6094], [0.3087, -0.1865, -0.8648], [-0.2157, 0.2252, 2.5472], [0.2819, -1.4785, 0.8225], [0.5212, -0.4147, 0.6347], [-0.1844, 1.5077, 1.3446]],
  "gap_ev": 9.351,
  "lumo_ev": -0.2167,
  "total_charge": 0,
  "homo_ev": -9.57
}

---

(iii)
{
  "formula": "C3H7N3O",
  "method": "wB97M-V/def2-TZVPD",
  "symbols": ["N", "H", "H", "H", "C", "N", "O", "N", "H", "C", "C", "H", "H", "H"],
  "xyz": [[1.0297, -1.2481, 0.0540], [1.5846, -1.8586, -0.9459], [-2.1931, 1.1575, -0.5601], [-0.5604, -0.0477, 1.5347], [-0.9641, -0.3779, 0.5573], [1.5392, 1.1564, -0.1165], [3.0833, -0.4289, 0.2915], [-0.2148, -0.8886, -0.3308], [-3.3314, 0.0884, 0.7903], [1.9452, -0.1094, 0.0127], [-2.3237, 0.1238, 0.0337], [0.6181, 1.2060, -0.4445], [2.3661, 1.8248, -0.0101], [-2.5786, -0.5976, -0.8663]],
  "gap_ev": 10.114,
  "lumo_ev": 0.7347,
  "total_charge": 0,
  "homo_ev": -9.38
}

---

(iv)
{
  "formula": "C3H7N3O",
  "method": "wB97M-V/def2-TZVPD",
  "symbols": ["H", "H", "N", "C", "H", "O", "C", "N", "H", "N", "H", "H", "H", "C"],
  "xyz": [[-2.0967, 1.8360, -0.0463], [0.9401, -0.3121, -1.7218], [-1.1060, 1.9629, -0.2302], [-0.3882, 0.7530, -0.3398], [-0.7710, -0.1463, -2.3061], [0.1136, 0.1653, 2.0185], [-0.0845, -0.0789, -1.4592], [0.0835, -1.3440, 0.1723], [1.1649, -2.9459, 0.5975], [1.2963, -1.9606, 0.4098], [0.0498, 1.1245, 2.1287], [-0.9929, 2.5597, -1.0379], [1.8726, -1.5116, 1.1157], [-0.0814, -0.1019, 0.6988]],
  "gap_ev": 8.719,
  "lumo_ev": 0.9101,
  "total_charge": 0,
  "homo_ev": -7.81
}

---

Energies relative to the most stable structure, in hartree: (i) 0.0398; (ii) 0.0000; (iii) 0.0285; (iv) 0.0485.

---

(i)
{
  "formula": "C3H7N3O",
  "method": "wB97M-V/def2-TZVPD",
  "symbols": ["H", "H", "C", "N", "H", "N", "H", "H", "H", "H", "N", "C", "O", "C"],
  "xyz": [[2.1506, -2.5428, -0.6483], [0.2390, -2.6305, 1.1848], [-1.1935, 1.1804, -0.8637], [1.3244, -2.0865, -1.1680], [-0.1212, -0.9480, 1.2126], [0.4801, -1.5371, -0.5157], [1.5271, -1.7695, 1.3934], [-2.3025, 1.1459, -0.5299], [-1.2006, 1.1833, -1.9478], [-0.5283, 0.3400, -0.4626], [-0.4977, 2.3897, -0.4169], [-0.3711, 3.1171, 0.4991], [-0.0490, 3.8401, 1.3477], [0.5427, -1.6820, 0.9154]],
  "gap_ev": 10.019,
  "lumo_ev": 0.6727,
  "total_charge": 0,
  "homo_ev": -9.35
}

---

(ii)
{
  "formula": "C3H7N3O",
  "method": "wB97M-V/def2-TZVPD",
  "symbols": ["H", "H", "N", "O", "H", "N", "C", "C", "H", "H", "H", "C", "N", "H"],
  "xyz": [[-1.2950, 0.1688, 0.9619], [-1.1262, -1.4304, 1.3758], [-0.6617, -0.5231, 1.3959], [1.6318, -0.9726, 1.3601], [-1.8965, -0.5811, -0.7845], [-0.3454, 0.8206, -1.0602], [0.7141, -0.5629, 0.6485], [-1.5812, 0.4484, -1.0000], [1.9762, 1.1006, -1.7445], [-0.4340, -0.2964, 2.3657], [2.6974, 0.3249, -0.4598], [0.7015, 0.1005, -0.5617], [1.9741, 0.2639, -1.1724], [-2.3552, 1.1388, -1.3249]],
  "gap_ev": [6.933, 6.932],
  "lumo_ev": [0.2802, 0.2805],
  "total_charge": 0,
  "homo_ev": [-6.65, -6.65]
}

---

(iii)
{
  "formula": "C3H7N3O",
  "method": "wB97M-V/def2-TZVPD",
  "symbols": ["O", "N", "N", "H", "N", "H", "H", "C", "H", "C", "C", "H", "H", "H"],
  "xyz": [[-0.7846, 0.8223, -0.8164], [-1.2490, -1.1872, -0.1681], [0.7197, -0.4239, 0.3342], [-2.2643, -0.8049, 0.0915], [-1.0719, -2.1564, 0.7865], [1.9546, 1.4510, 0.7826], [-0.2254, 2.3362, 0.4763], [0.1854, 1.7444, -0.5547], [2.4776, 0.7047, -0.5611], [-0.3874, -0.3000, -0.1127], [1.5183, 0.9553, -0.0273], [-1.3294, -3.6576, 0.1009], [0.3487, 2.4018, -1.4142], [0.1078, -1.8856, 1.0824]],
  "gap_ev": 8.801,
  "lumo_ev": 0.3236,
  "total_charge": 0,
  "homo_ev": -8.48
}

---

(iv)
{
  "formula": "C3H7N3O",
  "method": "wB97M-V/def2-TZVPD",
  "symbols": ["H", "N", "O", "H", "H", "H", "N", "C", "H", "H", "N", "C", "C", "H"],
  "xyz": [[-2.2638, -1.4084, 0.7680], [-2.7904, -0.4973, 0.7906], [1.0909, 0.7796, -0.7067], [-0.3423, 1.7693, 0.8942], [3.0499, 0.5441, -1.1248], [0.2789, -1.8526, -0.5408], [-0.3240, -1.2279, 0.1238], [2.2464, -0.0370, -1.0619], [-2.7830, 1.5004, 1.2170], [2.2497, -0.4750, -2.0207], [-0.7373, 0.9152, 0.9037], [0.0751, 0.0146, 0.0234], [-2.2004, 0.6765, 0.8957], [2.4504, -0.7016, -0.1613]],
  "gap_ev": 9.935,
  "lumo_ev": 0.7547,
  "total_charge": 0,
  "homo_ev": -9.18
}

---

Energies relative to the most stable structure, in hartree: (i) 0.0196; (ii) 0.0000; (iii) 0.1786; (iv) 0.0116.

---

(i)
{
  "formula": "C3H7N3O",
  "method": "wB97M-V/def2-TZVPD",
  "symbols": ["C", "H", "H", "N", "H", "N", "C", "H", "H", "C", "N", "H", "O", "H"],
  "xyz": [[0.5470, 1.2307, -1.4607], [1.1074, -2.6835, -0.0712], [-1.1187, 1.8454, 1.5005], [0.9476, -1.6956, -0.1955], [1.2515, 1.1570, -2.2781], [-0.8005, 0.8895, 1.5357], [-0.0677, -1.1460, 0.5169], [-1.4647, 0.2500, 1.9590], [1.7137, -1.1031, -0.4815], [-0.2936, 0.3541, 0.3267], [0.8815, 0.9744, -0.2545], [-0.9138, 0.2341, -0.6261], [-0.8844, -1.7804, 1.1610], [-0.4771, 1.5274, -1.7392]],
  "gap_ev": 9.801,
  "lumo_ev": 0.6128,
  "total_charge": 0,
  "homo_ev": -9.19
}

---

(ii)
{
  "formula": "C3H7N3O",
  "method": "wB97M-V/def2-TZVPD",
  "symbols": ["C", "C", "N", "H", "H", "H", "O", "C", "H", "N", "N", "H", "H", "H"],
  "xyz": [[-0.6671, 0.3551, 1.4627], [0.7931, 1.5361, -0.4039], [-0.7121, -2.3778, -0.9094], [-1.1457, -1.4439, -0.5184], [1.3547, 1.9359, -1.1858], [0.3518, 0.0439, 1.7819], [1.1517, -3.1316, -2.1333], [0.2897, -2.6681, -1.4835], [0.4679, 2.4887, -0.0111], [-0.9464, 0.0673, 0.0663], [-0.2168, 0.6623, -0.7146], [-0.5952, 1.4518, 1.6175], [1.3565, 1.0174, 0.3511], [-1.4820, 0.0629, 2.0805]],
  "gap_ev": 9.827,
  "lumo_ev": 0.2216,
  "total_charge": 0,
  "homo_ev": -9.61
}

---

(iii)
{
  "formula": "C3H7N3O",
  "method": "wB97M-V/def2-TZVPD",
  "symbols": ["N", "H", "H", "C", "H", "H", "C", "H", "N", "H", "H", "N", "C", "O"],
  "xyz": [[0.3997, -0.4652, 1.4936], [0.8350, 1.7861, -2.1553], [-1.1567, 1.2517, -0.7611], [-0.2566, -1.3332, 0.9671], [-1.0488, -2.4870, -0.3872], [0.9249, 0.8621, 2.8147], [0.7882, 0.8190, -1.6586], [1.3261, 0.9012, -0.7160], [0.0861, 0.6189, 2.2938], [1.2471, 0.0548, -2.2798], [-0.6741, 0.4181, 2.9423], [-0.6307, -2.3956, 0.5241], [-0.6342, 0.4817, -1.3613], [-1.2059, -0.5125, -1.7164]],
  "gap_ev": 9.665,
  "lumo_ev": 0.7859,
  "total_charge": 0,
  "homo_ev": -8.88
}

---

Energies relative to the most stable structure, in hartree: (i) 0.0000; (ii) 0.0495; (iii) 0.0396.